[1]
Computed, not measured: a molecular structure, C25H25Cl3N4O3S5SiTc, with ωB97M-V/def2-TZVPD.

The energy above the lowest of the compared OMol25 structures with the same formula, charge and spin is 64.3 kcal/mol. The value obtained for the largest force on an atom is 0.67 eV Å⁻¹. Its HOMO energy (alpha / beta) is -12.5 / -12.5 eV. As for the LUMO energy (alpha / beta): -6.2 / -6.2 eV. The net charge is +2. The expectation value of S² is 3.77. As for the spin multiplicity: 4.

Positions of all 67 atoms, in Å:
Tc -0.933 0.242 -0.350
C 2.210 -3.616 2.500
C 2.058 -2.251 3.167
S 1.550 -0.913 2.025
C 3.037 0.039 1.572
C 3.840 -0.715 0.529
S 2.751 -1.720 -0.522
C 3.809 -3.166 -0.815
C 3.576 -4.332 0.128
S 3.878 -3.963 1.877
H 1.471 -3.766 1.713
H 1.990 -4.348 3.279
H 2.970 -1.936 3.674
H 1.247 -2.262 3.893
H 3.613 0.242 2.471
H 2.621 0.978 1.204
H 4.548 -1.380 1.013
H 4.381 0.021 -0.066
H 4.847 -2.833 -0.786
H 3.606 -3.479 -1.841
H 4.255 -5.145 -0.132
H 2.565 -4.727 0.021
N -2.282 0.522 -4.422
C -1.426 -0.140 -5.336
C -1.820 -0.278 -6.655
C -0.996 -0.937 -7.558
C 0.210 -1.467 -7.135
C 0.599 -1.338 -5.808
C -0.213 -0.668 -4.909
S 0.368 -0.443 -3.250
N -1.052 0.097 -2.467
C -2.096 0.531 -3.089
C -3.197 1.091 -2.227
C -4.306 1.733 -2.729
C -5.264 2.214 -1.834
C -5.084 2.031 -0.480
C -3.935 1.376 -0.054
N -3.016 0.927 -0.900
H -3.143 0.871 -4.799
H -2.770 0.130 -6.982
H -1.306 -1.036 -8.589
H 0.855 -1.983 -7.833
H 1.544 -1.752 -5.479
H -4.453 1.893 -3.786
H -6.142 2.725 -2.207
H -5.806 2.383 0.242
H -3.738 1.198 0.998
O 1.610 -0.423 5.480
S 1.462 0.705 4.626
O 2.583 1.524 4.317
N 0.780 0.134 3.107
C -0.453 0.706 2.817
O -1.089 0.510 1.795
C -0.890 1.551 3.927
C -2.089 2.241 4.000
C -2.336 3.003 5.134
C -1.407 3.073 6.169
C -0.200 2.384 6.102
C 0.024 1.635 4.967
H -2.808 2.192 3.193
H -3.264 3.551 5.216
H -1.624 3.676 7.041
H 0.525 2.440 6.903
Cl 2.479 1.790 -1.284
Si 0.597 2.079 -0.486
Cl 1.005 3.041 1.335
Cl -0.326 3.538 -1.626

=====

[2]
Computed, not measured: C25H25ClN2O4 in the gas phase, with ωB97M-V/def2-TZVPD.

The energy above the lowest of the compared OMol25 structures with the same formula, charge and spin is 2.7 kcal/mol. The value obtained for the largest force on an atom is 0.68 eV Å⁻¹. Its HOMO energy is -7.8 eV. As for the LUMO energy: 0.5 eV. The SMILES is CCOc1ccc(NC(=O)[C@@H](C)Oc2ccccc2C(=O)Nc2ccc(C)c(Cl)c2)cc1. As for the spin multiplicity: 1.

Positions of all 57 atoms, in Å:
C 1.330 6.200 2.284
C 1.830 5.714 0.927
O 2.478 4.460 1.003
C 1.743 3.327 1.186
C 0.358 3.236 1.115
C -0.279 2.021 1.291
C 0.455 0.872 1.544
N -0.139 -0.383 1.737
C -1.454 -0.705 1.765
O -2.378 0.063 1.629
C -1.672 -2.203 2.069
C -3.106 -2.601 1.755
O -0.649 -2.983 1.423
C -1.053 -3.990 0.565
C -0.976 -5.306 1.003
C -1.348 -6.344 0.167
C -1.826 -6.074 -1.104
C -1.906 -4.766 -1.545
C -1.500 -3.716 -0.731
C -1.587 -2.318 -1.264
O -2.577 -1.892 -1.816
N -0.424 -1.628 -1.086
C -0.131 -0.312 -1.451
C -1.111 0.618 -1.777
C -0.742 1.909 -2.105
C 0.585 2.318 -2.126
C 0.976 3.713 -2.493
C 1.547 1.367 -1.800
Cl 3.220 1.801 -1.806
C 1.207 0.073 -1.461
C 1.845 0.959 1.614
C 2.479 2.168 1.440
H 2.160 6.253 2.985
H 0.583 5.521 2.687
H 0.891 7.188 2.180
H 1.010 5.686 0.199
H 2.601 6.392 0.550
H -0.250 4.104 0.916
H -1.353 1.965 1.233
H 0.505 -1.153 1.864
H -1.495 -2.331 3.150
H -3.344 -2.419 0.711
H -3.764 -1.983 2.359
H -3.279 -3.649 1.989
H -0.623 -5.499 2.005
H -1.279 -7.363 0.517
H -2.136 -6.881 -1.750
H -2.280 -4.536 -2.532
H 0.345 -2.139 -0.675
H -2.148 0.329 -1.768
H -1.512 2.625 -2.350
H 1.499 3.718 -3.450
H 1.656 4.124 -1.749
H 0.100 4.351 -2.572
H 1.982 -0.636 -1.208
H 2.430 0.072 1.811
H 3.553 2.243 1.489

=====

[3]
Computed, not measured: a molecular structure, C25H25F8NOP2SnTe4 at a distorted geometry, with ωB97M-V/def2-TZVPD.

The energy above the lowest of the compared OMol25 structures with the same formula, charge and spin is 29.5 kcal/mol. The value obtained for the largest force on an atom is 1.37 eV Å⁻¹. Its HOMO energy is -6.5 eV. As for the LUMO energy: -1.0 eV. As for the spin multiplicity: 1.

Positions of all 67 atoms, in Å:
Sn 0.005 1.123 -1.049
F -3.604 4.857 -2.936
C -3.026 4.281 -1.873
C -2.224 3.167 -2.060
C -1.653 2.561 -0.960
C -1.887 3.063 0.334
C -2.670 4.203 0.454
F -2.903 4.758 1.663
C -3.247 4.834 -0.630
C -1.391 2.271 1.484
C -1.754 2.462 2.821
C -1.408 1.510 3.759
C -0.745 0.353 3.367
C -0.384 0.241 2.043
N -0.651 1.200 1.155
H -2.079 2.781 -3.063
H -3.846 5.723 -0.500
H -2.324 3.328 3.109
H -1.688 1.653 4.795
H -0.521 -0.444 4.061
H 0.066 -0.660 1.643
Te 1.593 3.527 -0.532
Te 2.587 4.237 -2.894
Te 1.655 2.560 -4.771
Te 0.229 0.601 -3.671
C 2.786 1.112 2.117
P 2.397 0.272 0.533
C 3.915 0.664 -0.419
C 2.574 -1.514 0.989
C 3.121 -1.905 2.210
C 3.051 -3.226 2.630
C 2.414 -4.174 1.845
C 1.901 -3.811 0.607
C 2.004 -2.500 0.159
P 1.565 -1.919 -1.515
C 3.212 -2.206 -2.310
C 0.666 -3.295 -2.304
H 3.829 0.936 2.381
H 2.140 0.754 2.916
H 2.639 2.183 1.985
H 4.729 0.003 -0.118
H 4.178 1.700 -0.215
H 3.746 0.567 -1.492
H 3.589 -1.180 2.862
H 3.483 -3.511 3.582
H 2.331 -5.198 2.186
H 1.426 -4.557 -0.017
H 3.409 -3.279 -2.360
H 4.012 -1.741 -1.739
H 3.213 -1.799 -3.323
H 1.262 -4.209 -2.306
H 0.450 -3.011 -3.334
H -0.278 -3.461 -1.803
C -3.396 0.068 0.026
C -2.537 -0.964 -0.721
O -1.210 -0.676 -0.934
C -2.635 -2.274 0.112
F -3.898 -2.605 0.425
F -2.101 -3.342 -0.488
F -1.977 -2.117 1.279
C -3.179 -1.187 -2.115
F -3.250 -0.015 -2.770
F -4.427 -1.684 -2.054
F -2.458 -2.019 -2.879
H -3.023 0.198 1.041
H -4.425 -0.281 0.083
H -3.378 1.015 -0.502